# 1
Below is an isolated ion of composition C7H14N and charge +1 at a distorted geometry, with properties calculated with the ωB97M-V functional and the def2-TZVPD basis.

charge	+1
SMILES	C=[N+](CC)C1(C)CC1
ΔE to the lowest compared entry with this formula, charge and spin	43.7	kcal per mole

Each line ends with the natural charge from an NBO analysis.
Element x y z (Å)
N 0.314 -0.308 0.030  -0.2130
C 1.436 0.240 -0.903  -0.2077
C 0.531 -1.188 0.873  0.0949
C -1.055 0.240 0.054  0.0829
C -2.196 -0.756 -0.091  -0.4047
C -1.039 1.359 1.121  -0.6164
C -1.827 0.144 -1.183  -0.4339
C 2.809 -0.131 -0.251  -0.6183
H -2.991 -0.654 0.624  0.2472
H -1.485 -0.374 -2.052  0.2480
H 2.670 0.133 0.772  0.2132
H -0.002 1.701 1.139  0.2166
H -0.137 -1.370 1.672  0.2276
H 1.059 1.311 -1.080  0.2518
H -1.748 2.068 0.756  0.2445
H -1.896 -1.820 -0.184  0.2239
H 3.033 -1.168 -0.272  0.2250
H 1.271 -0.329 -1.820  0.2364
H -2.508 0.972 -1.603  0.2592
H 1.558 -1.626 0.937  0.2221
H 3.559 0.424 -0.713  0.2565
H -1.355 1.134 2.175  0.2440


# 2
Below is a 10-piece molecular cluster, C26H72O10 overall at a distorted geometry, with properties calculated with the ωB97M-V functional and the def2-TZVPD basis.

charge	0
SMILES	CC(C)O.CC(C)O.CC(C)O.CC(C)O.CC(C)O.CC(C)O.CC(C)O.CC(C)O.CO.CO
ΔE to the lowest compared entry with this formula, charge and spin	174.1	kcal per mole

Each line ends with the Löwdin charge.
Element x y z (Å)
O -3.018 0.527 -3.781  -0.1404
O 2.718 0.963 1.324  -0.1208
O 0.050 0.655 0.508  0.0051
O 3.687 3.507 1.792  -0.0022
O 0.876 -3.817 5.005  0.0360
O -5.570 -3.426 -2.597  0.0185
O 3.712 2.240 -1.248  -0.0082
O -0.088 4.384 -2.898  0.0535
O -0.512 -5.116 0.869  -0.0064
O -0.765 -0.266 -1.919  -0.0320
C 2.681 4.150 2.130  -0.6039
C 1.484 4.081 1.161  -0.0255
C -4.206 -1.947 -1.386  -0.0423
C -5.531 -3.722 -0.275  -0.0530
C -1.401 -5.524 -1.247  -0.0265
C -0.705 -2.283 4.228  -0.0254
C -1.352 -3.308 -0.023  -0.0319
C 2.349 3.563 3.540  -0.0045
C 5.461 2.231 -2.564  -0.0424
C 1.044 1.099 -2.695  -0.0295
C 1.311 -1.285 -1.934  -0.0140
C 0.234 -3.432 3.991  -0.6655
C -0.609 -4.613 -0.293  -0.6050
C -2.104 0.178 1.149  -0.0246
C -0.505 1.139 2.775  -0.0229
C -4.801 -3.352 -1.573  -0.6125
C -0.958 3.119 -1.192  -0.0492
C -0.887 5.594 -1.201  -0.0218
C -0.642 0.351 1.490  -0.6534
C -0.972 4.328 -2.029  -0.6643
C 0.294 -0.220 -2.590  -0.5658
C 4.753 1.559 -1.416  -0.6468
C -3.757 1.264 -2.815  -0.1668
C 1.243 -3.108 2.952  -0.0478
C 4.497 0.099 -1.669  -0.0197
C 2.666 -0.205 2.021  -0.1755
H -0.556 -6.073 0.787  0.1151
H 3.173 3.677 4.224  0.0798
H 3.704 -0.585 2.176  0.1104
H 5.358 1.718 -0.502  0.1481
H 1.649 -0.884 -0.969  0.0533
H -6.207 -4.602 -0.393  0.0857
H 0.073 -0.662 -3.612  0.1614
H -2.401 -5.744 -0.991  0.0553
H -1.286 -2.331 3.289  0.0807
H 2.128 -0.933 1.455  0.0675
H -3.753 -1.836 -0.423  0.0392
H 0.745 -2.831 2.065  0.0311
H 0.387 -4.557 -0.597  0.1198
H 3.300 1.986 -0.408  0.0770
H 2.172 2.538 3.474  0.0287
H -2.598 1.168 0.904  0.1022
H -0.774 -6.436 -1.328  0.0909
H 1.845 -3.978 2.619  0.1102
H -2.279 -3.508 0.536  0.0921
H -1.906 4.348 -2.587  0.1384
H 1.152 3.011 1.028  0.0691
H 6.414 1.855 -2.751  0.0490
H -3.407 2.321 -2.788  0.0713
H 0.422 1.046 3.238  0.0321
H -0.774 2.204 2.654  0.0990
H -5.039 -1.223 -1.391  0.0962
H 3.895 -0.032 -2.557  0.0653
H -3.757 0.858 -1.807  0.0579
H 1.873 -2.257 3.257  0.0710
H 1.488 4.038 3.968  0.0798
H -4.771 1.222 -3.154  0.0713
H 3.932 -0.206 -0.804  0.0605
H -0.365 -0.648 1.826  0.1057
H 2.353 -0.149 3.089  0.0930
H 4.166 4.028 1.116  0.1563
H -1.284 2.197 -1.676  0.0602
H -1.614 5.541 -0.450  0.0616
H 1.887 4.420 0.199  0.0858
H 2.007 1.014 -3.269  0.1033
H 0.620 4.679 1.405  0.0794
H -1.583 -2.743 -0.939  0.0721
H -0.258 -1.305 4.226  0.0592
H -1.573 3.109 -0.309  0.0819
H 0.083 5.682 -0.731  0.0640
H 1.145 -2.968 5.372  0.1178
H -2.186 0.158 -3.356  0.0651
H 0.839 -2.227 -1.643  0.0570
H 3.186 1.592 1.849  0.0566
H 0.383 1.795 -3.168  0.0601
H 5.361 -0.514 -1.694  0.0768
H -0.504 0.056 -1.040  0.0670
H 0.959 0.904 0.772  0.0878
H -1.039 6.537 -1.674  0.0736
H -1.276 0.742 3.424  0.0795
H 1.378 1.520 -1.804  0.0340
H 5.607 3.334 -2.498  0.0960
H -0.327 -4.269 3.614  0.1396
H -4.028 -4.132 -1.671  0.1201
H 0.122 3.004 -0.933  0.0786
H -1.419 -4.994 -2.215  0.0920
H 2.178 -1.419 -2.605  0.0721
H 4.978 2.018 -3.535  0.0923
H -6.054 -2.825 0.191  0.1001
H -2.687 -0.356 1.941  0.0983
H -2.243 -0.513 0.271  0.0621
H -4.723 -4.000 0.409  0.0613
H -0.414 3.969 -3.683  0.1176
H 2.967 5.219 2.172  0.1499
H -1.412 -2.440 5.084  0.1082
H -3.511 -1.693 -2.181  0.0757
H -0.694 -2.716 0.601  0.0526
H -5.905 -4.320 -2.694  0.1135


Number 1: energy -329.5379 a.u., HOMO-LUMO gap 10.43 eV, HOMO level -14.69 eV. Number 2: energy -1785.8727 a.u., HOMO-LUMO gap 9.63 eV, HOMO level -9.24 eV.